ORCA calculation (the ωB97M-V functional and the def2-TZVPD basis) on a molecular structure, C28H40Cl6Ge2N3PPtS at a distorted geometry.

Structure (XYZ):
```
82
Properties=species:S:1:pos:R:3:forces:R:3
H -0.44725 2.21427 -1.67533 0.03 0.00 -0.01
C -0.12884 1.96945 -0.65207 -0.19 -0.09 0.30
C -0.65617 -3.03320 1.79758 0.14 -0.30 0.09
H -5.71454 1.66953 1.72982 -0.01 -0.01 0.00
C 3.80954 -0.49659 2.30652 -0.07 -0.13 0.02
H 2.77120 -1.48139 -5.02050 -0.01 -0.01 -0.01
Ge -3.17446 -3.03658 -1.03206 0.11 0.26 0.67
C 1.95084 -0.96365 -3.09761 -0.15 -0.16 -0.06
H 1.31455 1.16522 -5.20724 0.00 0.00 -0.03
C -0.13097 -4.03121 2.55361 0.07 -0.04 -0.02
H 0.38568 0.49135 -3.14208 0.01 -0.02 -0.02
C 2.44241 -0.06601 2.86405 0.03 0.00 -0.10
H 1.41948 -1.87433 -2.84186 0.17 0.01 0.10
H 0.65777 3.96782 -0.74392 0.06 -0.03 -0.07
Cl -3.72227 1.66899 -2.31997 0.21 0.14 -0.02
C 1.88787 0.06550 0.41863 -0.26 -0.32 0.11
H -0.32319 -4.27687 3.58577 -0.03 0.00 -0.01
C 3.63520 -1.58599 1.25157 0.00 0.13 0.00
C -3.13773 -0.47617 1.78459 -0.03 0.01 0.10
H 0.87911 2.48612 1.90630 0.03 0.02 0.03
C 3.07334 1.33738 -3.98086 -0.14 0.10 -0.05
C 1.27290 0.28756 -2.52391 0.22 0.03 0.21
C -1.66164 -2.04712 2.12138 0.07 -0.03 0.22
H 2.95925 -1.05706 -2.69756 0.02 0.11 -0.01
Cl -4.43058 -3.31948 0.69076 0.03 -0.04 -0.10
H 2.48731 0.97843 3.17815 -0.04 -0.01 0.05
Cl -2.19492 -0.31229 -4.57669 0.15 0.35 0.02
N -2.04945 -1.15461 1.22809 -0.17 0.23 -0.31
H 1.18130 -4.10802 -0.66543 -0.07 0.01 -0.04
H 4.31834 0.35713 1.85150 0.04 0.00 0.03
N -2.36153 -1.95061 3.25761 -0.06 0.06 -0.01
Cl -4.41387 -1.59495 -2.29154 -0.07 0.07 -0.28
H -0.96098 3.71560 2.63411 -0.03 0.05 0.01
C 1.33406 -0.24689 1.81657 0.08 0.22 0.01
H 3.07124 -2.41860 1.68587 0.03 -0.02 -0.01
Cl -0.84807 -2.52771 -2.70498 0.35 -0.14 -0.03
P 0.55031 0.25119 -0.82380 0.18 0.11 -0.17
H 2.19221 -0.65744 3.74717 0.01 0.04 0.03
C 2.90345 -1.02732 0.01784 0.00 0.05 0.22
C 1.99216 -0.82682 -4.62864 -0.03 0.15 0.01
H 1.89790 2.79248 -0.38626 0.02 0.08 -0.09
H 4.44598 -0.85284 3.11518 0.05 0.07 -0.01
H 1.47594 4.10399 1.59772 0.04 -0.06 0.04
H -2.26731 -2.54374 4.06635 0.03 0.01 0.00
H 4.60473 -1.98101 0.94959 -0.03 -0.07 -0.01
H 2.78394 0.64854 -6.00806 -0.05 0.03 -0.03
H -2.20023 1.53252 -0.30124 -0.04 -0.10 0.13
Ge -2.52589 -0.06648 -2.51572 -0.22 -1.38 1.16
C 2.25636 0.62914 -5.05571 0.13 -0.11 0.08
H -1.80949 4.02648 -0.25817 -0.04 0.01 0.01
C -1.74297 3.40887 0.64189 0.08 -0.05 0.08
H 1.04294 -1.16549 -5.05164 0.02 -0.07 0.02
C -5.01030 0.93930 2.10451 -0.03 -0.03 0.00
C -3.31713 -0.95902 3.08395 0.09 0.07 -0.05
C -4.31005 -0.48769 3.93529 0.00 -0.07 0.00
C -4.03163 0.45768 1.26354 0.03 0.00 -0.04
H 3.63597 -0.60260 -0.66826 -0.04 -0.04 -0.07
C -0.68552 3.96445 1.60763 0.00 -0.06 -0.01
H 0.47605 0.38258 2.06240 -0.03 -0.05 0.02
C 0.86680 3.06033 -0.17237 0.03 -0.04 -0.02
H -3.99508 0.77423 0.23269 0.05 0.05 0.02
C -5.13956 0.48766 3.42917 -0.01 -0.02 -0.01
H 2.94802 1.50777 -1.83177 -0.03 0.03 0.03
H 0.99302 -1.27973 1.82101 -0.01 0.00 0.02
S 0.97096 -4.94776 1.62788 -0.02 0.11 -0.06
H -1.21442 1.39409 1.14592 -0.03 -0.03 0.00
C 0.68445 -3.95529 0.28219 0.15 -0.05 -0.21
H 1.70299 2.41146 -2.69749 0.04 0.03 0.05
H 3.99007 0.77359 -3.79696 0.02 0.04 0.00
H 2.37887 1.03979 0.47240 0.04 -0.02 -0.10
H 2.38611 -1.83669 -0.50486 0.09 0.01 -0.09
H -5.92548 0.89242 4.05131 -0.01 -0.01 -0.01
H 3.36800 2.33249 -4.31288 0.08 -0.02 0.01
N -0.17659 -3.00212 0.50339 -0.75 0.78 -0.01
H -0.66555 5.05219 1.54136 0.02 0.00 0.02
C -1.38100 1.98399 0.24109 0.18 0.17 0.03
H -2.72520 3.42316 1.11632 -0.03 0.03 -0.06
H -4.44124 -0.89189 4.92980 0.02 0.07 0.03
Pt -1.25870 -1.46022 -0.68366 -0.38 -0.17 -1.45
Cl -3.18561 -4.90106 -2.01027 0.02 0.06 -0.04
C 0.70774 3.38635 1.31044 -0.09 0.04 -0.09
C 2.25907 1.47346 -2.67914 -0.08 -0.07 -0.17
```
Forces are in eV/Å.

Its net charge is +2. The relative energy (zero: lowest compared OMol25 entry of this formula, charge and spin) is 67.13 kJ/mol. The value obtained for the strongest force on any atom is 1.817 eV/A.

ORCA calculation (the ωB97M-V functional and the def2-TZVPD basis) on a molecular structure, C24H37N8O3S4Ti.

Structure (XYZ):
```
77
Properties=species:S:1:pos:R:3:forces:R:3
H -2.92507 -2.14589 0.96677 0.00 0.00 0.01
H 3.04832 1.50957 -0.35307 0.03 0.02 0.02
H 3.59447 6.12889 -4.75246 0.01 0.00 0.00
C -1.24207 -2.77430 4.70587 -0.02 0.02 0.07
N 1.41374 -0.33525 1.51068 0.09 0.04 0.20
C 2.38013 2.90469 1.16439 0.04 0.03 -0.05
N 1.62612 -0.86328 -1.68895 -0.08 0.10 0.17
N -1.60123 0.98558 0.73087 0.06 -0.06 -0.02
C 1.64459 2.03552 2.18834 0.00 0.00 0.06
H 3.42596 3.03126 1.45236 0.00 -0.02 -0.01
N 1.81304 0.96235 -3.15804 -0.01 -0.20 -0.13
O 1.02018 1.82026 -0.50978 0.01 -0.17 0.02
H -0.43691 -2.57164 -1.91279 0.01 -0.01 -0.01
C -2.43967 -0.08829 1.31156 -0.04 0.03 0.03
H 3.59669 0.99452 3.67789 0.00 0.00 0.00
N -0.48186 -3.84750 4.98030 -0.06 -0.04 0.04
H -3.44418 0.28506 1.53394 0.00 -0.01 0.01
N -1.22937 -1.64033 -0.21878 0.09 0.07 0.05
H 1.75414 4.50345 -4.61306 0.01 -0.01 -0.01
Ti 0.25299 0.19673 -0.27398 -0.38 0.09 -0.51
S 1.74842 1.65811 -4.71651 -0.02 0.00 0.02
C 5.13767 4.62960 -4.90931 -0.04 -0.07 0.00
H -3.55975 0.65564 -1.38935 0.01 -0.01 0.00
C -2.54024 -1.29711 0.39821 0.00 0.00 0.01
C 2.74599 -2.05585 2.52982 -0.04 0.03 0.03
N 6.15772 5.51925 -4.98152 0.02 0.02 0.02
H -3.06119 2.15151 -2.14657 0.01 0.01 -0.01
C 2.05062 -2.18386 -1.58876 -0.04 -0.02 -0.15
H 1.35536 1.51302 -2.43898 0.00 0.04 0.05
H -0.86854 -4.67180 5.41199 0.01 0.00 -0.01
C 2.68254 -2.66874 -2.66795 0.10 0.02 0.02
H 1.79332 2.46442 3.17949 0.00 0.00 0.00
C 3.80868 5.06811 -4.77391 0.02 -0.01 0.01
H 5.96446 6.49750 -5.09966 0.00 0.01 -0.01
C 3.04979 2.79647 -4.73909 -0.07 -0.09 -0.04
S 2.82419 -1.45713 -3.88841 -0.06 -0.12 -0.01
C 2.32774 2.32728 -0.24052 -0.01 -0.02 0.03
H 1.84522 -2.74862 -0.69545 0.00 0.01 0.01
C 4.36199 2.34259 -4.87669 0.07 -0.08 -0.02
H 1.92681 3.89680 1.17953 -0.01 0.00 -0.01
S -0.55759 -1.30262 4.27656 0.05 0.06 -0.14
C -1.40801 -2.22035 -1.57112 0.01 0.01 -0.02
H 4.57055 1.28189 -4.94731 -0.02 0.01 -0.01
N -2.57638 -2.94265 4.76716 0.00 -0.07 0.04
H 3.06525 -3.66417 -2.82150 0.01 0.02 0.00
C 5.39434 3.24354 -4.95176 -0.02 0.06 0.01
H 2.56332 3.08653 -0.98836 0.06 0.03 0.03
C -2.72755 1.34854 -1.49149 -0.04 -0.02 0.01
H 0.57484 2.08740 1.99694 -0.02 0.00 -0.02
H 7.08022 5.20970 -5.22913 0.00 0.00 0.00
H -1.27433 1.53601 1.51903 0.03 0.00 0.02
H 1.13403 -2.35768 1.18161 0.01 0.01 -0.05
C 2.77722 4.16102 -4.69299 -0.06 0.07 0.05
H -1.97766 -0.37804 2.25728 0.03 -0.03 -0.02
H -3.18053 2.35371 0.34101 0.00 0.01 -0.01
C 3.46552 -1.10050 3.23141 -0.02 0.02 -0.02
H 2.95427 -3.11183 2.62428 0.00 0.00 0.00
C -2.29871 1.94335 -0.16018 -0.02 0.01 0.01
H -2.07835 -3.08409 -1.53573 0.00 0.00 -0.01
H -2.97977 -3.75862 5.20027 0.00 0.00 -0.02
C -1.96967 -1.20486 -2.56880 -0.02 -0.03 0.01
H -3.25114 -1.12151 -0.40370 0.00 0.00 -0.02
C 1.73142 -1.62600 1.70769 0.08 -0.02 -0.02
O 0.49975 2.35294 -4.72805 0.09 -0.01 0.00
H -0.80950 -2.36069 0.36286 0.00 -0.02 0.01
C 2.00561 -0.35164 -2.85987 0.00 0.24 0.07
H -1.69125 -1.50131 -3.57904 0.01 0.01 0.00
H -3.14074 -2.11180 4.74361 0.00 0.01 0.00
C 3.09722 0.22505 3.10489 0.00 -0.02 0.00
H 0.50733 -3.69804 5.06897 0.01 0.00 -0.01
O 2.01723 0.55335 -5.58642 0.02 0.06 0.09
H -3.05740 -1.15929 -2.55453 0.00 0.02 0.01
H -1.60305 2.76388 -0.33843 0.00 0.01 0.00
H 4.27739 -1.38559 3.88685 0.00 0.00 0.00
S -1.35623 0.49363 -2.34280 0.07 -0.01 0.09
H 6.41178 2.89268 -5.06705 0.00 0.00 0.00
C 2.06378 0.59154 2.25097 0.03 -0.03 0.03
```
Forces are in eV/Å.

Its net charge is +2. The expectation value of S² is 0.753. The relative energy (zero: lowest compared OMol25 entry of this formula, charge and spin) is 38.35 kJ/mol. Its spin multiplicity is 2. The value obtained for the strongest force on any atom is 0.646 eV/A.

ORCA calculation (the ωB97M-V functional and the def2-TZVPD basis) on 2 unconnected molecules or ions with the total composition CF4N2 at a distorted geometry.

Structure (XYZ):
```
7
Properties=species:S:1:pos:R:3:forces:R:3
F -0.61990 1.33819 -1.17428 -0.24 -0.98 1.59
N 0.44940 0.51627 0.81522 -0.71 0.23 -0.60
N -0.77528 0.51658 -0.03476 0.99 -0.15 -1.76
F 1.11894 -0.57584 -2.06533 -1.25 0.05 3.09
C 0.08346 -0.58303 0.03992 1.08 0.65 -2.35
F 0.05204 -1.83821 0.16770 -0.42 0.71 0.08
F -0.06671 0.59368 2.10275 0.55 -0.51 -0.05
```
Forces are in eV/Å.

Its net charge is 0. The relative energy (zero: lowest compared OMol25 entry of this formula, charge and spin) is 449.19 kJ/mol. The value obtained for the strongest force on any atom is 3.333 eV/A.

Which of these has the lowest net charge? CF4N2